{
  "formula": "C14H17GaN2O6S2",
  "method": "ωB97M-V with the def2-TZVPD basis set",
  "spin_multiplicity": 1,
  "orbital_gap_ev": 9.83,
  "energy_ha": -3825.88184,
  "relative_energy_ev": 0.361,
  "largest_force_ev_per_a": 0.63,
  "charge": 0,
  "symbols": ["Ga", "C", "C", "C", "O", "C", "O", "O", "H", "H", "H", "H", "H", "H", "H", "N", "C", "O", "S", "O", "N", "C", "O", "C", "C", "C", "C", "C", "C", "H", "H", "H", "H", "C", "S", "C", "H", "H", "H", "H", "H", "H"],
  "positions_angstrom": [[-0.1224, 0.5179, 0.1944], [-2.1547, 1.6061, -3.4962], [-1.7622, 0.5138, -2.5126], [-2.0207, -0.8895, -3.0522], [-0.3798, 0.6490, -2.1386], [-2.5891, 0.6402, -1.2131], [-3.7770, 0.8277, -1.2730], [-1.9356, 0.4582, -0.0857], [-1.8084, 1.3724, -4.5039], [-1.7139, 2.5543, -3.1864], [-3.2377, 1.7083, -3.5044], [-1.4299, -1.0771, -3.9519], [-3.0754, -0.9966, -3.2989], [-1.7575, -1.6311, -2.2959], [0.1745, 0.1846, -2.7764], [1.8096, -1.7465, -0.7589], [1.1363, -0.8900, -0.3838], [0.6268, 2.8328, 5.5796], [1.3652, 1.7250, 5.0492], [2.7816, 1.6885, 5.2567], [1.0330, 1.5863, 3.4221], [0.3977, 0.4869, 3.1710], [-0.0260, 0.1208, 2.0117], [0.1612, -0.4066, 4.3293], [-0.4243, -1.6597, 4.3349], [-0.5582, -2.3057, 5.5574], [-0.1241, -1.7087, 6.7355], [0.4797, -0.4546, 6.7211], [0.6162, 0.1682, 5.5020], [-0.7598, -2.1095, 3.4104], [-1.0008, -3.2927, 5.5900], [-0.2561, -2.2219, 7.6785], [0.8361, 0.0112, 7.6301], [-0.8812, 3.5599, 1.0925], [0.2511, 2.9042, -0.1651], [1.9002, 3.2429, 0.5061], [-0.9923, 4.6282, 0.9232], [-0.4869, 3.3568, 2.0811], [-1.8390, 3.0606, 0.9529], [1.9401, 2.9352, 1.5453], [2.0962, 4.3080, 0.4080], [2.6088, 2.6762, -0.0946]],
  "nbo_charge": [1.623, -0.628, 0.144, -0.629, -0.748, 0.780, -0.588, -0.861, 0.209, 0.218, 0.248, 0.210, 0.243, 0.228, 0.507, -0.357, -0.197, -0.925, 2.292, -0.919, -0.810, 0.629, -0.820, -0.069, -0.176, -0.200, -0.184, -0.185, -0.305, 0.235, 0.222, 0.223, 0.237, -0.742, 0.318, -0.741, 0.239, 0.262, 0.259, 0.274, 0.238, 0.246]
}